{
  "formula": "C41H111N10O13Ti",
  "method": "the ωB97M-V functional and the def2-TZVPD basis",
  "spin_multiplicity": 4,
  "e_homo_ev": [-3.478, -8.000],
  "gap_ev": [3.958, 8.471],
  "max_force_ev_per_a": 4.21,
  "s2": 3.75,
  "energy_ev": -108940.7621,
  "symbols": ["Ti", "O", "C", "O", "O", "H", "C", "C", "C", "O", "C", "N", "H", "H", "H", "H", "H", "H", "H", "H", "H", "H", "H", "C", "C", "C", "O", "C", "N", "H", "H", "H", "H", "H", "H", "H", "H", "H", "H", "H", "C", "C", "C", "O", "C", "N", "H", "H", "H", "H", "H", "H", "H", "H", "H", "H", "H", "C", "C", "C", "O", "C", "N", "H", "H", "H", "H", "H", "H", "H", "H", "H", "H", "H", "C", "C", "C", "O", "C", "N", "H", "H", "H", "H", "H", "H", "H", "H", "H", "H", "H", "C", "C", "C", "O", "C", "N", "H", "H", "H", "H", "H", "H", "H", "H", "H", "H", "H", "C", "C", "C", "O", "C", "N", "H", "H", "H", "H", "H", "H", "H", "H", "H", "H", "H", "C", "C", "C", "O", "C", "N", "H", "H", "H", "H", "H", "H", "H", "H", "H", "H", "H", "C", "C", "C", "O", "C", "N", "H", "H", "H", "H", "H", "H", "H", "H", "H", "H", "H", "C", "C", "C", "O", "C", "N", "H", "H", "H", "H", "H", "H", "H", "H", "H", "H", "H"],
  "positions_angstrom": [[-0.817, 0.658, 2.039], [0.627, -0.493, -1.609], [-0.243, -0.308, -0.657], [-0.016, -0.992, 0.446], [-1.176, 0.499, -0.716], [1.338, -0.966, -1.170], [-0.952, 4.659, 3.849], [-0.474, 3.467, 3.089], [0.844, 2.966, 3.671], [1.306, 1.929, 2.850], [2.573, 1.442, 3.286], [-1.476, 2.460, 3.221], [-1.884, 5.085, 3.476], [-0.252, 5.488, 3.747], [-1.206, 4.483, 4.894], [-0.347, 3.839, 2.072], [0.662, 2.784, 4.731], [1.571, 3.774, 3.601], [3.423, 2.089, 3.071], [2.832, 0.512, 2.781], [2.512, 1.032, 4.294], [-1.692, 2.344, 4.200], [-2.321, 2.569, 2.678], [1.497, 4.198, -5.487], [1.043, 4.611, -4.076], [0.162, 3.455, -3.551], [-1.082, 3.225, -4.256], [-1.761, 2.032, -4.119], [2.130, 4.861, -3.093], [1.688, 5.110, -6.052], [0.735, 3.812, -6.165], [2.384, 3.565, -5.448], [0.491, 5.551, -4.089], [-0.144, 3.556, -2.510], [0.696, 2.504, -3.555], [-2.204, 1.997, -3.124], [-1.144, 1.168, -4.369], [-2.506, 1.988, -4.913], [2.767, 4.078, -3.056], [2.671, 5.546, -3.600], [-1.686, -2.156, -3.722], [-2.852, -2.431, -2.696], [-2.285, -3.275, -1.542], [-3.398, -3.922, -0.859], [-2.978, -4.898, 0.099], [-3.382, -1.131, -2.254], [-2.033, -1.564, -4.569], [-1.493, -3.102, -4.227], [-0.750, -1.738, -3.350], [-3.590, -3.036, -3.222], [-1.684, -2.671, -0.862], [-1.710, -4.075, -2.007], [-2.347, -4.547, 0.916], [-2.458, -5.758, -0.322], [-3.916, -5.355, 0.413], [-2.782, -0.410, -1.878], [-4.020, -1.511, -1.569], [6.499, 0.535, -3.606], [6.063, -0.288, -4.853], [4.678, 0.101, -5.209], [3.792, -0.445, -4.254], [2.499, 0.000, -4.388], [7.027, -0.092, -5.857], [6.244, 1.595, -3.604], [7.558, 0.328, -3.452], [5.872, 0.159, -2.798], [6.091, -1.357, -4.642], [4.413, -0.311, -6.182], [4.748, 1.189, -5.229], [1.754, -0.760, -4.151], [2.322, 0.295, -5.422], [2.252, 0.857, -3.761], [6.935, 0.771, -6.372], [7.006, -0.749, -6.623], [3.349, 4.007, 0.115], [4.286, 3.067, -0.540], [4.752, 1.959, 0.414], [5.657, 1.047, -0.181], [6.710, 0.570, 0.713], [3.620, 2.629, -1.725], [2.987, 4.717, -0.630], [3.790, 4.494, 0.985], [2.449, 3.492, 0.449], [5.210, 3.549, -0.862], [3.866, 1.352, 0.600], [5.109, 2.441, 1.324], [7.664, 1.096, 0.724], [6.873, -0.472, 0.438], [6.300, 0.475, 1.719], [3.926, 1.668, -1.775], [2.625, 2.564, -1.560], [-2.301, 3.662, -0.279], [-3.527, 2.878, -0.008], [-4.399, 2.463, -1.283], [-5.712, 2.312, -0.723], [-6.642, 2.316, -1.771], [-3.308, 1.716, 0.812], [-1.560, 3.127, -0.873], [-1.769, 3.992, 0.613], [-2.667, 4.535, -0.820], [-4.206, 3.491, 0.585], [-3.978, 1.521, -1.635], [-4.317, 3.328, -1.940], [-6.361, 1.490, -2.425], [-6.535, 3.234, -2.349], [-7.582, 2.213, -1.230], [-4.019, 1.014, 0.665], [-2.561, 1.311, 0.267], [-7.634, 0.579, 4.266], [-6.325, 0.042, 3.890], [-6.380, -0.631, 2.514], [-5.044, -1.101, 2.222], [-4.858, -1.577, 0.938], [-5.459, 1.231, 3.829], [-8.501, -0.073, 4.158], [-7.813, 1.372, 3.541], [-7.552, 1.200, 5.158], [-5.835, -0.616, 4.608], [-6.664, 0.108, 1.764], [-7.008, -1.522, 2.494], [-5.604, -2.271, 0.551], [-3.876, -2.047, 0.895], [-4.615, -0.681, 0.366], [-5.679, 1.742, 2.986], [-5.483, 1.824, 4.646], [2.691, -5.491, 1.627], [1.531, -4.399, 1.725], [0.595, -4.243, 2.878], [0.150, -5.539, 3.340], [-0.892, -6.062, 2.514], [2.037, -3.084, 1.479], [2.349, -6.403, 1.137], [3.051, -5.714, 2.631], [3.488, -5.207, 0.940], [0.886, -4.471, 0.850], [-0.233, -3.563, 2.676], [1.170, -3.800, 3.691], [-1.057, -7.056, 2.932], [-0.710, -6.063, 1.439], [-1.792, -5.494, 2.748], [1.318, -2.412, 1.251], [2.600, -3.086, 0.640], [-0.571, -0.895, 4.910], [-2.052, -1.101, 4.655], [-2.785, -0.635, 5.895], [-2.711, 0.737, 6.272], [-3.732, 1.114, 7.199], [-2.414, -0.313, 3.475], [-0.170, -1.508, 5.718], [-0.274, 0.129, 5.138], [-0.073, -1.264, 4.013], [-2.405, -2.099, 4.393], [-2.249, -1.121, 6.710], [-3.812, -1.002, 5.892], [-4.740, 1.037, 6.793], [-3.533, 2.119, 7.570], [-3.772, 0.429, 8.046], [-3.026, 0.436, 3.762], [-3.086, -0.842, 2.938], [1.574, -3.495, -2.629], [2.891, -3.203, -1.796], [4.278, -3.490, -2.492], [5.425, -3.142, -1.740], [6.689, -3.420, -2.302], [2.748, -1.829, -1.472], [0.682, -3.366, -2.016], [1.551, -4.571, -2.805], [1.683, -2.923, -3.550], [2.946, -3.810, -0.893], [4.109, -3.167, -3.520], [4.113, -4.567, -2.504], [7.622, -2.932, -2.020], [6.747, -3.437, -3.390], [6.783, -4.464, -2.001], [3.699, -1.531, -1.309], [2.636, -1.449, -2.401]]
}